(1)
A structure of composition C31H49BF2IMgNaO14PS2 in a non-equilibrium geometry. Source: OMol25; level of theory: the ωB97M-V functional and the def2-TZVPD basis.

Calculated values
* M: 963.834 g mol⁻¹
* gap between HOMO and LUMO: 4.37 eV
* 2S+1: 1
* charge: -1

Positions of all 103 atoms, in Å:
C1 -3.99618 3.88105 1.00187
C2 -2.52443 3.29447 1.44603
C3 -1.40777 3.90791 0.48090
C4 -0.79098 3.02112 -0.70030
C5 -0.44222 1.49437 -0.44162
C6 -1.79688 0.73983 -0.89852
C7 -1.98273 -0.67722 -0.22733
C8 -3.09731 -0.70379 0.90950
C9 -4.50675 -0.68081 0.19502
C10 -5.02989 -2.10383 -0.21933
O1 -4.55963 -2.51904 -1.52109
C11 -4.00187 -3.83870 -1.45282
O2 -0.35330 1.10028 0.94307
S1 1.00250 1.52785 1.71995
O3 1.24399 2.96254 1.86409
O4 0.84686 1.04947 3.10131
C12 2.35479 0.62304 0.82107
C13 3.70138 1.16592 1.43887
C14 4.28664 0.33096 2.62669
C15 4.01308 0.79421 4.00751
C16 4.57131 0.08011 5.15022
C17 5.43160 -1.11487 5.00328
C18 5.68268 -1.58951 3.63473
C19 5.12188 -0.85775 2.49912
C20 5.46749 -1.43309 1.06941
B1 2.08965 -0.96384 1.00456
C21 1.83174 -1.73010 2.41231
O5 2.00336 -1.89441 -0.07001
C22 2.25021 1.13074 -0.72322
I1 2.99534 3.23568 -0.90661
C23 3.34725 0.41049 -1.64884
C24 3.46072 1.04012 -3.11756
C25 3.48818 -0.17484 -4.16141
F1 4.70098 1.69477 -3.32122
C26 0.79749 1.10522 -1.36632
S2 0.48016 -0.37761 -2.46898
H1 -4.19005 4.89841 1.44485
H2 -4.83009 3.19105 1.28132
H3 -4.00933 4.05680 -0.12866
H4 -2.37149 3.70663 2.48405
H5 -2.59477 2.18845 1.51885
H6 -1.93588 4.81387 -0.05064
H7 -0.65932 4.43073 1.13847
H8 0.07530 3.61864 -1.11094
H9 -1.54994 3.04331 -1.57885
H10 -1.95370 0.77269 -2.00379
H11 -2.65481 1.36179 -0.49113
H12 -2.39566 -1.35390 -1.03615
H13 -1.02288 -1.16869 0.09755
H14 -2.95638 0.09188 1.68309
H15 -2.99780 -1.70149 1.41741
H16 -4.44389 -0.08333 -0.76133
H17 -5.31999 -0.20838 0.81155
H18 -4.83313 -2.90927 0.53910
H19 -6.15521 -2.03149 -0.30929
H20 -3.58103 -4.15205 -2.45016
H21 -3.12560 -3.88165 -0.73293
H22 -4.80493 -4.56405 -1.12370
H23 4.54794 1.23238 0.69715
H24 3.62573 2.21716 1.84005
H25 3.40220 1.70358 4.19751
H26 4.41658 0.41323 6.20861
H27 5.86737 -1.62473 5.89334
H28 6.33217 -2.48649 3.49834
H29 6.52901 -1.77016 0.98558
H30 4.82897 -2.35600 0.92502
H31 5.20234 -0.70719 0.25637
H32 2.13063 -1.13040 3.30452
H33 0.75552 -2.03176 2.53078
H34 2.43705 -2.68506 2.42020
H35 1.24253 -2.47584 0.12855
H36 3.16770 -0.67349 -1.81228
H37 4.38404 0.51703 -1.23837
H38 2.56875 1.64522 -3.41008
H39 2.44674 -0.45585 -4.48843
H40 4.04781 -1.05409 -3.72883
H41 4.05283 0.23463 -5.05097
H42 0.82838 1.92231 -2.14655
H43 0.10143 -1.43369 -1.69197
Na1 -3.04570 3.97256 -1.38460
C27 -5.00024 6.01368 -6.33811
C28 -4.45109 5.53277 -4.99173
O6 -3.21317 5.66139 -4.82526
O7 -5.30171 5.06475 -4.20336
H44 -4.20472 6.40899 -6.97308
H45 -5.47982 5.18288 -6.85971
H46 -5.73903 6.80199 -6.17650
C29 2.54025 -5.91650 4.29432
C30 3.10518 -7.18450 3.72464
O8 2.12543 -7.57510 2.78386
C31 1.53847 -6.41802 2.35660
O9 0.86577 -6.32914 1.38341
O10 1.82908 -5.37617 3.18440
F2 3.20452 -8.14715 4.67414
H47 1.84506 -6.09876 5.11709
H48 3.31483 -5.23015 4.63532
H49 4.06810 -7.06309 3.22202
O11 -6.28610 1.25526 -1.71891
P1 -6.16060 0.74034 -3.15346
O12 -6.74405 1.77339 -4.11399
O13 -6.91955 -0.58015 -3.28214
O14 -4.68705 0.50971 -3.49273
Mg1 1.51167 -0.05046 -5.90375

Löwdin atomic charge list, values in e, 4 entries: number 1, C, carries -0.060; number 2, C, carries -0.171; number 3, C, carries -0.167; number 4, C, carries -0.121

(2)
A structure of composition C31H49BrInO2P2 in a non-equilibrium geometry. Source: OMol25; level of theory: the ωB97M-V functional and the def2-TZVPD basis.

Calculated values
* M: 710.401 g mol⁻¹
* gap between HOMO and LUMO (spin up / spin down): 3.56 / 3.54 eV
* 2S+1: 1
* charge: +1

Positions of all 86 atoms, in Å:
In1 -0.57294 -1.15633 -2.13891
C1 -0.56993 -2.71291 1.69579
C2 -0.13060 -3.19063 0.43325
C3 1.62719 -2.08710 1.43010
C4 0.52642 -2.07267 2.32826
C5 1.22432 -2.78331 0.25142
C6 -1.91717 -2.91354 2.26586
H1 -2.68018 -2.94635 1.47879
H2 -2.18344 -2.09120 2.94108
H3 -1.96221 -3.85565 2.83730
C7 0.55982 -1.52642 3.69662
H4 -0.38204 -1.71128 4.21820
H5 0.73368 -0.44219 3.67259
H6 1.37931 -1.97256 4.28031
C8 2.96078 -1.53045 1.71730
H7 3.52812 -2.19612 2.38787
H8 2.87801 -0.53979 2.18516
H9 3.54872 -1.40728 0.80386
C9 2.07388 -3.07527 -0.92023
H10 2.39371 -4.13128 -0.91059
H11 2.97252 -2.44835 -0.92757
H12 1.56315 -2.90174 -1.88494
C10 -0.95855 -4.02175 -0.47104
H13 -1.25775 -4.95058 0.04037
H14 -0.41934 -4.31720 -1.37822
H15 -1.88997 -3.51025 -0.76935
C11 -2.29182 0.24298 -2.46584
C12 -2.76229 -1.02471 -1.99604
C13 -3.29111 -2.08337 -2.96198
C14 -2.27939 -2.87666 -3.83015
C15 -0.84370 -2.34822 -3.93334
C16 -0.55671 -1.03382 -4.39123
C17 -1.65262 -0.14279 -4.94928
C18 -2.51891 0.61913 -3.91704
H16 -4.06570 -1.67874 -3.63261
H17 -2.71165 -3.02411 -4.83158
H18 -3.82631 -2.82167 -2.33837
H19 -3.56901 0.46195 -4.19808
H20 -2.24558 1.08048 -1.77227
H21 -3.27721 -1.02088 -1.03348
H22 -2.37144 1.70774 -4.03952
H23 -1.15920 0.62232 -5.57298
H24 0.45716 -0.76509 -4.71295
H25 -2.30107 -0.71806 -5.63857
H26 -2.19676 -3.89003 -3.40188
H27 -0.09098 -3.12239 -4.07245
P1 -2.58079 1.80369 1.35496
C19 -2.47014 1.44655 3.14657
H28 -3.23736 1.93695 3.75531
H29 -1.46936 1.74938 3.50058
H30 -2.52747 0.35341 3.28420
C20 -2.56342 3.62445 1.16352
H31 -3.30661 4.11912 1.79673
H32 -2.76196 3.83663 0.10145
H33 -1.54498 3.98467 1.38141
C21 -4.31803 1.37031 0.95490
H34 -4.41084 1.37272 -0.13884
H35 -5.03829 2.07010 1.38549
H36 -4.53498 0.35192 1.30023
P2 1.63265 1.66086 -1.79101
C22 2.82446 0.57452 -2.67746
H37 3.19430 1.05836 -3.59018
H38 2.31646 -0.36186 -2.94734
H39 3.64955 0.31726 -2.00105
C23 1.07834 2.66786 -3.22504
H40 0.55801 2.02930 -3.95388
H41 1.94206 3.15140 -3.70096
H42 0.37739 3.43207 -2.86366
C24 2.76443 2.81896 -0.94794
H43 3.26404 3.49552 -1.65490
H44 3.50783 2.22302 -0.39770
H45 2.18356 3.40672 -0.21851
Br1 0.47200 1.81605 5.19566
C25 2.19785 2.18038 4.48937
C26 3.29482 2.25675 5.35375
C27 4.56828 2.53699 4.84395
C28 4.72771 2.77619 3.47226
C29 3.63181 2.70104 2.61417
C30 2.36590 2.36412 3.10983
C31 1.18185 2.21533 2.16710
O1 0.65058 3.29306 1.79696
O2 0.87815 1.03977 1.82827
H46 3.13960 2.11834 6.41869
H47 5.42297 2.60579 5.52032
H48 5.71009 3.01740 3.05858
H49 3.73830 2.89302 1.54055

Löwdin atomic charge list, values in e, 4 entries: number 1, In, carries 0.953; number 2, C, carries -0.182; number 3, C, carries -0.147; number 4, C, carries -0.149

(3)
A cluster of 2 separate species, C31H49OSi4 in total in a non-equilibrium geometry. Source: OMol25; level of theory: the ωB97M-V functional and the def2-TZVPD basis.

Calculated values
* energy above the lowest of the compared OMol25 structures with the same formula, charge and spin: 11.21 kJ/mol
* M: 550.076 g mol⁻¹
* gap between HOMO and LUMO: 6.29 eV
* 2S+1: 1
* charge: +1

Positions of all 85 atoms, in Å:
C1 1.80416 -5.46594 -5.77593
Si1 1.72905 -7.29198 -5.34992
C2 1.05762 -8.20957 -6.84456
C3 3.49404 -7.91315 -5.09466
C4 0.59216 -7.52166 -3.85009
Si2 1.39196 -8.29224 -2.33187
H1 0.31857 -8.37947 -1.17981
C5 1.96133 -10.00909 -2.90068
Si3 1.42999 -11.58207 -2.00593
C6 2.33163 -12.96098 -2.91817
C7 1.93206 -11.56439 -0.19972
C8 -0.42783 -11.84274 -2.08819
C9 2.92577 -7.23417 -1.89417
Si4 3.09719 -6.51887 -0.15564
C10 4.53508 -7.31296 0.76216
C11 3.25090 -4.64569 -0.19948
C12 1.57212 -6.87351 0.86263
H2 2.20448 -4.86557 -4.94838
H3 2.44706 -5.30284 -6.65317
H4 0.80077 -5.08587 -6.01238
H5 1.01028 -9.29450 -6.67882
H6 0.04763 -7.86250 -7.09693
H7 1.70631 -8.03326 -7.71609
H8 3.54912 -8.99594 -4.92465
H9 4.05055 -7.69654 -6.01931
H10 4.02226 -7.41749 -4.27325
H11 0.16570 -6.54150 -3.56894
H12 -0.25964 -8.15857 -4.15744
H13 1.61998 -10.15377 -3.94580
H14 3.06864 -10.02594 -2.93954
H15 2.08986 -13.94138 -2.48886
H16 2.05521 -12.97932 -3.98162
H17 3.42099 -12.82280 -2.85374
H18 1.46838 -12.42203 0.31108
H19 3.02237 -11.66003 -0.09334
H20 1.60991 -10.64292 0.30422
H21 -0.70946 -12.66625 -1.41429
H22 -0.98198 -10.94503 -1.78172
H23 -0.74313 -12.12032 -3.10484
H24 3.84637 -7.82155 -2.07953
H25 2.97210 -6.35743 -2.56866
H26 4.45539 -7.07896 1.83419
H27 4.52318 -8.40743 0.65667
H28 5.50463 -6.93735 0.40689
H29 3.17742 -4.25150 0.82467
H30 4.20933 -4.31386 -0.62223
H31 2.43578 -4.20019 -0.78669
H32 1.69365 -6.47546 1.88155
H33 0.66854 -6.42314 0.43406
H34 1.41171 -7.95310 0.95663
C13 -9.92219 -8.82217 1.79439
C14 -9.09260 -7.84215 2.34256
C15 -8.02348 -7.31542 1.60493
C16 -7.77073 -7.83934 0.33445
O1 -6.64968 -7.47441 -0.42804
C17 -5.35943 -7.74412 -0.00724
C18 -4.43312 -8.04655 -1.02375
C19 -3.09865 -8.19030 -0.72539
C20 -2.63271 -8.14800 0.62283
C21 -1.29747 -8.51954 0.93979
C22 -0.75340 -8.35312 2.26370
C23 0.08722 -9.33705 2.86145
C24 0.55845 -9.17367 4.15731
C25 0.26478 -8.01382 4.88552
C26 -0.47067 -6.98601 4.28316
C27 -0.99058 -7.15570 3.00602
C28 -3.59583 -7.79436 1.62075
C29 -4.95176 -7.66119 1.33047
C30 -8.65746 -8.73556 -0.26750
C31 -9.72150 -9.24161 0.47552
H35 -10.73833 -9.24836 2.38296
H36 -9.26913 -7.46911 3.35370
H37 -7.39251 -6.52233 2.01442
H38 -4.81137 -8.14660 -2.03415
H39 -2.37860 -8.37447 -1.52397
H40 -0.76458 -9.14523 0.23424
H41 0.33589 -10.22757 2.28641
H42 1.16979 -9.95489 4.60888
H43 0.58454 -7.91791 5.92732
H44 -0.64502 -6.04473 4.81009
H45 -1.57545 -6.35683 2.54647
H46 -3.29259 -7.68340 2.65988
H47 -5.65980 -7.47243 2.13177
H48 -8.46176 -9.05416 -1.29157
H49 -10.38622 -9.97078 0.01232

Löwdin atomic charge list, values in e, 4 entries: number 1, C, carries -0.187; number 2, Si, carries 0.442; number 3, C, carries -0.187; number 4, C, carries -0.183

| no. | electronic energy (hartree) |
| --- | --- |
| 1 | -4286.15243 |
| 2 | -4807.43945 |
| 3 | -2443.69982 |